Computed, not measured: a cluster of 13 separate species, C64H167N13O19 in total, with wB97M-V/def2-TZVPD.

```
263
Properties=species:S:1:pos:R:3:forces:R:3
C -5.616393 -5.237131 7.388819 1.977 0.122 -0.266
C -4.104073 -5.593941 7.814249 -1.608 -0.183 -0.306
C -3.039733 -4.538961 7.476399 -0.287 -0.832 0.017
O -2.875853 -4.260951 6.090899 -0.027 0.793 -0.155
C -1.681563 -3.455621 5.840079 -0.763 -1.151 0.453
N -4.152323 -5.820791 9.269979 -0.095 0.720 0.041
H -5.940203 -4.358711 7.947049 0.108 -0.061 0.211
H -6.339173 -6.037331 7.548129 0.277 -0.149 0.113
H -5.639893 -4.951781 6.337089 -0.001 -0.157 -0.100
H -3.735473 -6.557731 7.463049 -0.416 0.055 -1.271
H -2.129393 -5.036011 7.811549 0.498 0.417 0.415
H -3.284263 -3.672571 8.090959 0.312 0.473 -0.125
H -0.839293 -4.118761 6.037379 0.316 0.326 0.281
H -1.677843 -2.557421 6.457599 0.118 -0.081 0.188
H -1.617883 -3.126631 4.802859 -0.468 -0.236 0.010
H -3.255073 -6.145771 9.600779 0.210 -0.078 0.102
H -4.786603 -6.601991 9.356639 -0.107 -0.086 0.480
C -1.852713 -4.950681 0.961269 0.352 0.443 0.156
C -0.638083 -5.771281 1.370219 -0.453 -0.731 0.493
C 0.058457 -5.272511 2.669359 -1.202 0.062 -2.321
O 0.444047 -3.932421 2.459679 1.001 0.375 0.698
C 1.199677 -3.505361 3.599399 0.169 -0.466 0.481
N -1.096863 -7.175581 1.525259 0.258 0.038 -0.051
H -2.164963 -5.209151 -0.050561 -0.341 -0.344 0.237
H -1.668463 -3.876941 0.926159 0.373 0.060 0.147
H -2.628273 -5.087171 1.714909 -0.334 -0.179 -0.234
H 0.062017 -5.796121 0.535149 0.292 0.188 0.125
H 0.906917 -5.946771 2.785879 0.169 0.118 0.706
H -0.704133 -5.296021 3.447819 0.244 -0.384 0.544
H 1.497897 -2.456951 3.599119 -0.471 0.024 -0.474
H 2.108607 -4.094551 3.721079 0.287 -0.156 -0.365
H 0.642587 -3.733471 4.508089 -0.200 0.331 0.113
H -1.784843 -7.311021 2.252189 -0.431 0.528 0.069
H -0.359973 -7.797561 1.825649 0.488 0.029 -0.270
C -2.604483 0.673689 -8.615281 0.607 0.713 1.764
C -3.556533 -0.504021 -8.639261 1.339 0.469 0.092
C -4.199543 -0.688591 -7.263961 -0.709 -1.655 1.038
O -3.248963 -0.782641 -6.179521 -0.316 1.131 0.656
C -3.735983 -0.826521 -4.809571 1.042 0.042 -0.085
N -4.595323 -0.222491 -9.645121 0.266 -0.014 0.639
H -2.135983 0.976489 -9.551721 -0.322 -0.203 -0.149
H -1.815893 0.527169 -7.877191 0.383 -0.404 -0.166
H -3.113463 1.505869 -8.128961 -0.313 0.550 -0.506
H -2.875043 -1.320931 -8.876611 -0.754 -0.746 -0.109
H -4.711033 -1.649711 -7.211831 -0.273 -0.261 -0.629
H -5.007423 0.006299 -7.034701 0.312 0.720 -0.189
H -4.671543 -0.353731 -4.510761 -0.495 -0.195 -0.995
H -3.042833 -0.279591 -4.170421 0.501 0.233 -0.337
H -3.665303 -1.837171 -4.407451 -0.482 -0.294 -0.330
H -4.530353 0.783259 -9.579221 -1.079 0.493 -0.446
H -4.220633 -0.384841 -10.568901 0.077 -0.437 -0.181
C -0.424863 3.314289 4.499719 -0.756 -0.834 0.723
C -0.542373 3.893589 3.122459 -0.237 0.109 0.406
C -1.138933 5.326099 3.217549 0.556 0.072 -0.660
O -2.509143 5.267419 3.579949 -0.459 -0.447 0.331
C -3.314813 6.433969 3.415299 0.485 -0.533 -0.741
N 0.757177 3.784189 2.519279 0.583 1.741 -0.736
H -1.410743 3.259439 4.961379 -0.047 0.008 0.223
H 0.236907 3.867809 5.165879 0.015 0.413 -0.227
H -0.013893 2.305099 4.472289 -0.071 -0.184 -0.192
H -1.258153 3.375359 2.484339 -0.525 -0.517 0.305
H -1.047053 5.799649 2.240109 0.017 0.152 -0.308
H -0.527753 5.909829 3.905899 -0.082 0.206 0.345
H -4.374703 6.185589 3.360059 0.016 -0.554 0.809
H -3.204243 6.818759 2.401489 0.705 0.582 -0.027
H -3.118533 7.163849 4.200699 -0.015 0.188 -0.174
H 0.649267 3.850759 1.517259 0.174 0.108 0.113
H 1.240437 2.910309 2.670579 -0.436 -0.418 0.480
C -2.191553 0.433209 1.358109 -0.432 0.359 0.092
C -1.409103 -0.845201 1.120359 -0.109 0.866 0.718
C -0.342523 -0.517091 0.075969 0.004 -0.863 1.327
O -1.007633 -0.475261 -1.128451 -0.257 0.587 -2.521
C -0.172363 -0.505281 -2.312891 -0.373 -0.546 1.512
N -0.863253 -1.249171 2.420389 0.615 0.082 -0.403
H -1.565393 1.291069 1.603289 0.549 -0.254 0.451
H -2.837103 0.253529 2.217799 -0.432 0.356 -0.158
H -2.723833 0.823579 0.490699 -0.469 -0.592 -0.064
H -2.081223 -1.635521 0.786079 -0.041 0.088 -0.650
H 0.444657 -1.269011 0.131299 0.248 -0.331 -0.378
H 0.092817 0.444359 0.348349 0.275 0.241 -0.098
H 0.637597 0.220339 -2.238371 0.161 0.103 0.064
H -0.736453 -0.302511 -3.223271 -0.356 0.051 0.310
H 0.205067 -1.527371 -2.344151 0.434 -0.032 -0.411
H -0.647263 -2.235461 2.394089 0.305 -0.220 -0.086
H -1.586173 -1.163461 3.120489 -0.205 0.271 0.274
C 3.231997 -0.864821 1.659239 0.852 0.783 0.443
C 3.022277 0.665939 1.891969 -0.721 -1.849 -0.491
C 3.039687 1.453379 0.603619 0.263 1.377 -0.185
O 4.368797 1.494829 0.076339 0.514 0.197 -0.494
C 4.593157 2.150319 -1.184451 -0.088 -1.331 0.959
N 1.740847 0.846759 2.621739 0.789 0.507 -0.772
H 2.354577 -1.335411 1.215639 0.024 0.130 -0.123
H 3.419707 -1.352101 2.616019 -0.175 -0.018 0.161
H 4.129047 -1.060101 1.071649 -0.046 -0.021 -0.342
H 3.870607 1.109249 2.413419 -0.145 -0.210 0.503
H 2.798837 2.467589 0.922139 -0.494 0.173 -0.299
H 2.360127 1.142509 -0.189891 -0.349 -0.262 0.058
H 3.848957 1.826309 -1.911971 -0.206 0.000 -0.234
H 5.573227 1.768769 -1.470801 -0.012 0.094 -0.265
H 4.651277 3.238679 -1.198581 -0.263 0.156 0.484
H 1.073037 0.190929 2.242239 -0.489 0.036 -0.578
H 1.831567 0.394659 3.520339 0.482 0.079 0.735
C 0.265557 -4.606401 -6.722991 -1.464 0.491 1.124
C -0.882083 -3.652881 -6.150471 1.209 -1.190 -0.092
C -0.444713 -3.005551 -4.799391 -0.382 -2.266 0.156
O -0.203833 -4.021861 -3.767721 1.168 2.036 -0.292
C -1.313153 -4.668461 -3.220761 -0.406 -0.925 -1.600
N -1.212623 -2.664491 -7.117041 0.096 0.004 -0.712
H -0.011203 -5.086361 -7.661681 -0.155 0.431 -0.111
H 0.353677 -5.422771 -6.006141 0.540 0.080 0.109
H 1.196477 -4.050541 -6.834761 0.125 -0.073 0.022
H -1.750523 -4.298141 -6.017951 -0.127 0.019 0.324
H -1.180613 -2.285781 -4.440941 -0.215 0.042 -0.049
H 0.499937 -2.490801 -4.974861 0.123 -0.028 0.195
H -2.220903 -4.069451 -3.148111 0.142 0.540 0.693
H -1.009913 -5.216681 -2.328801 -0.167 0.444 0.146
H -1.598923 -5.405461 -3.971261 -0.319 -0.630 0.142
H -1.995453 -2.098061 -6.823021 0.143 0.304 0.089
H -0.390743 -2.101871 -7.284601 -0.227 0.460 -0.182
C 4.502337 -1.633801 -14.114691 1.515 -0.186 -1.183
O 3.616077 -2.167011 -13.191721 -1.296 1.673 0.342
C 2.314187 -1.572791 -13.408831 -1.349 -1.501 0.985
C 1.466967 -1.638791 -12.121021 1.958 0.252 -0.322
N 1.997297 -0.748951 -11.062031 -2.280 -0.445 0.914
C 1.155957 -1.095561 -9.855561 0.255 0.699 0.225
C 1.620297 -0.295891 -8.643521 -0.997 0.555 -0.167
O 0.745037 -0.459591 -7.504621 0.814 -0.668 0.162
C 1.286847 -0.054071 -6.252011 0.319 0.195 -0.437
H 4.650447 -0.555321 -14.169931 -0.691 0.426 0.605
H 4.228397 -1.921951 -15.129591 0.002 -0.222 -0.221
H 5.515277 -1.986701 -13.921021 -0.123 -0.485 0.111
H 1.727117 -2.216261 -14.064111 0.292 -0.251 -0.579
H 2.262397 -0.587941 -13.873031 0.778 0.228 0.304
H 1.530857 -2.649381 -11.717631 -0.209 -0.458 -0.375
H 0.428687 -1.450341 -12.394081 0.029 0.406 0.293
H 2.947947 -1.032751 -10.872751 0.211 -0.168 -0.080
H 1.179567 -2.150951 -9.584081 0.210 -0.362 -0.154
H 0.101927 -0.884441 -10.035971 0.038 0.220 -0.330
H 1.525967 0.765299 -8.873901 0.699 0.146 -0.248
H 2.651647 -0.627611 -8.523611 0.298 0.279 0.877
H 1.708737 0.949809 -6.300311 -0.125 0.378 -0.154
H 2.109717 -0.670721 -5.890441 0.032 -0.456 -0.301
H 0.530277 -0.062301 -5.467391 -0.314 -0.071 -0.364
C 7.484937 3.591729 -2.044211 0.349 0.089 0.387
O 6.944457 3.217869 -3.281361 -0.733 -0.789 -1.408
C 7.775097 2.427619 -4.115511 0.206 0.907 0.832
C 6.977947 1.895159 -5.316041 1.726 0.717 2.116
N 6.282377 0.724319 -4.845621 -1.128 0.825 -4.220
C 5.585147 -0.006391 -5.921241 -0.388 -0.505 1.398
C 4.859637 -1.106161 -5.201131 -0.674 -1.633 0.733
O 3.890167 -0.575301 -4.328931 0.302 2.525 -1.674
C 3.126397 -1.392701 -3.464151 2.273 -0.761 0.223
H 8.344707 4.244799 -2.193881 0.155 0.015 0.121
H 7.761667 2.705779 -1.472711 0.230 -0.061 0.140
H 6.723707 4.128769 -1.478331 0.044 0.012 -0.258
H 8.214777 1.591889 -3.571141 -0.234 -0.479 0.296
H 8.673167 2.982439 -4.387071 -0.087 0.354 -0.610
H 7.684297 1.734749 -6.130551 -0.269 -0.782 -0.099
H 6.288467 2.654979 -5.683981 -0.532 0.034 0.189
H 5.614657 0.769099 -4.089151 0.132 0.245 1.459
H 6.189207 -0.353281 -6.759621 0.301 0.210 0.299
H 4.817977 0.683099 -6.273601 -0.068 0.451 -0.283
H 5.599707 -1.616631 -4.584841 0.202 -0.598 -0.040
H 4.419977 -1.819621 -5.898101 0.010 -0.088 -0.155
H 2.597257 -2.182891 -3.996801 -0.723 0.436 0.051
H 2.627407 -0.693571 -2.793081 -0.445 -0.556 -0.280
H 3.932477 -1.903651 -2.937581 -0.452 -0.502 0.943
C -4.682983 2.836389 2.488259 -0.576 0.119 0.955
O -5.456783 2.476699 3.676379 0.277 0.603 -0.203
C -5.394113 3.394389 4.806349 0.034 -1.254 0.178
C -5.795143 2.600979 6.116689 -0.114 0.875 -0.271
N -5.790613 3.462099 7.336949 0.339 -0.509 -0.678
C -4.468803 3.963109 7.597709 1.138 1.260 0.822
C -4.332303 4.535149 9.042289 -0.186 -1.628 0.210
O -4.203613 3.436869 10.035159 -0.028 0.666 -2.014
C -4.686793 3.754709 11.304199 -0.490 -0.651 0.109
H -4.819243 2.070809 1.724439 -0.129 -0.261 0.387
H -3.621293 2.953049 2.705739 0.082 -0.095 0.235
H -5.013333 3.769559 2.032009 -0.244 0.257 0.205
H -6.059693 4.253149 4.718859 -0.282 -0.007 -0.342
H -4.379793 3.790689 4.853349 0.203 -0.059 0.243
H -5.141733 1.737309 6.240149 0.271 -0.038 -0.118
H -6.814463 2.219399 6.057759 0.005 0.017 -0.476
H -5.949783 2.852449 8.126319 -0.578 -0.286 0.081
H -4.222423 4.772519 6.910499 -0.236 0.381 0.011
H -3.676543 3.250609 7.368019 0.239 -0.554 0.375
H -5.250203 5.088589 9.240479 -0.061 0.118 0.168
H -3.470173 5.190259 9.167399 0.055 0.027 -0.197
H -4.651833 2.846499 11.905899 0.695 0.006 0.132
H -5.766143 3.905089 11.281959 -0.170 0.877 -0.088
H -4.113003 4.565819 11.752499 -0.253 0.124 0.252
C 6.209507 -1.329861 5.005149 -0.338 0.581 -1.213
O 4.928267 -0.974311 5.485469 -0.517 -1.576 1.250
C 4.521707 0.328769 5.196359 0.997 0.988 -0.090
C 3.135277 0.696579 5.680979 -0.796 -0.471 0.457
N 2.164317 -0.315921 5.233129 -0.166 0.307 0.971
C 0.884757 -0.398691 6.027169 1.032 -0.247 -0.672
C 0.971917 -1.062411 7.370599 -0.504 -1.214 -0.078
O 1.229997 -2.497741 7.258679 0.457 1.374 -0.160
C 1.594517 -3.065941 8.497969 0.264 -0.077 0.021
H 6.553847 -2.340061 5.226559 -0.436 0.189 1.076
H 6.928567 -0.551711 5.261139 0.294 -0.203 0.193
H 6.157737 -1.401611 3.918749 0.045 0.473 -0.487
H 4.706667 0.462309 4.130499 -0.474 0.409 -0.216
H 5.154757 1.035649 5.732709 0.541 0.215 -0.074
H 2.887207 1.725959 5.422259 -0.055 -0.029 -0.769
H 3.105037 0.753619 6.769069 0.484 -0.218 0.413
H 2.735707 -1.120051 5.449869 -0.549 -1.023 -0.240
H 0.161937 -0.927311 5.405729 -0.142 0.130 -0.076
H 0.514717 0.598179 6.266839 -0.007 0.230 -0.476
H -0.014843 -0.974151 7.825139 -0.188 0.151 0.255
H 1.656227 -0.482991 7.990359 0.518 -0.572 0.309
H 2.557737 -2.689201 8.841999 0.027 0.398 0.175
H 1.761977 -4.138471 8.399309 -0.383 -0.027 -0.344
H 0.822197 -2.888431 9.246379 -0.026 0.008 0.195
C -3.872143 -2.239131 -1.286831 -0.868 0.269 -0.417
O -4.890443 -1.580061 -0.548991 -0.458 0.256 1.227
C -5.811323 -2.404211 0.226839 0.405 -0.032 -0.270
C -5.277493 -2.977891 1.560399 0.889 0.789 -1.788
N -4.867413 -1.950591 2.525539 -1.955 -1.739 0.025
C -4.425663 -2.618241 3.771529 0.467 3.073 0.260
C -4.213463 -1.469571 4.796139 0.815 -1.128 1.731
O -2.912633 -0.899101 4.686729 0.511 1.003 -0.582
C -2.808073 0.407409 5.276249 0.003 -0.338 -0.872
H -4.332193 -2.771441 -2.119361 -0.132 -0.814 0.115
H -3.211473 -2.862721 -0.684551 -0.057 -0.131 -0.043
H -3.290253 -1.487561 -1.820361 0.183 0.306 0.608
H -6.189003 -3.163101 -0.458391 0.304 -0.688 0.150
H -6.734123 -1.887181 0.489939 0.376 1.026 -0.272
H -4.375723 -3.534461 1.305199 -0.002 -0.837 -0.021
H -6.070953 -3.651271 1.884559 0.169 0.075 0.580
H -4.211773 -1.340851 2.058159 0.412 -0.033 0.457
H -3.495133 -3.169861 3.637599 0.164 -0.168 0.124
H -5.151913 -3.286751 4.233869 -0.338 0.033 -0.615
H -4.159263 -1.856061 5.813869 -0.463 -0.825 0.242
H -5.005033 -0.729001 4.910459 -0.124 0.195 -1.108
H -3.287063 0.461749 6.253849 -0.161 -0.066 0.033
H -3.235693 1.112179 4.563129 -0.385 0.312 0.285
H -1.764673 0.703069 5.385829 0.115 -0.450 -0.025
C -0.387403 2.975759 -1.063421 -0.746 0.046 0.391
O 0.534137 3.658579 -0.247771 1.464 0.343 -0.917
C 1.377247 4.553399 -1.028631 -0.461 0.082 0.969
C 2.587857 5.180179 -0.288881 -0.728 -0.105 0.340
N 3.242387 6.007659 -1.304801 1.617 -0.068 0.156
C 4.549407 6.581319 -0.852311 -0.811 0.554 0.407
C 5.209177 7.566149 -1.867461 -0.238 -1.006 0.615
O 5.488147 6.929429 -3.092691 -0.501 -0.807 -0.227
C 5.999857 7.720819 -4.135401 0.475 0.607 0.510
H -1.154273 3.686679 -1.370991 -0.089 -0.051 -0.535
H -0.901193 2.198999 -0.497051 0.170 0.172 0.360
H 0.053047 2.441399 -1.905181 0.312 0.330 -0.289
H 0.771807 5.392499 -1.371351 -0.143 0.002 -0.208
H 1.741107 4.012129 -1.901971 0.113 -0.140 -0.171
H 3.213297 4.424039 0.185649 0.378 -0.396 -0.334
H 2.318047 5.781469 0.579319 -0.524 0.278 -0.219
H 3.601387 5.324969 -1.956841 -0.419 -0.068 -0.890
H 5.169497 5.785479 -0.439721 0.738 -0.334 -0.665
H 4.389307 7.126869 0.077669 -0.329 0.590 -0.115
H 6.155777 7.902079 -1.444131 0.069 0.312 0.260
H 4.528707 8.407739 -1.996971 -0.046 0.145 -0.111
H 5.397287 8.592479 -4.390771 -0.748 -0.278 -0.218
H 6.192407 7.072599 -4.990281 -0.202 0.144 0.056
H 6.927267 8.213929 -3.844101 0.559 -0.284 0.164
```
Positions in Å, forces in eV/Å.

gap between HOMO and LUMO (alpha / beta) = 7.0 / 1.8 eV
net charge = +1
multiplicity = 2
highest occupied orbital energy (alpha / beta) = -9.4 / -9.4 eV